DFT (ωB97M-V/def2-TZVPD) results for a molecular structure, C27H50N2O4OsPS2.

The geometry in ORCA input format:
```
! wB97M-V def2-TZVPD RIJCOSX def2/J DEFGRID3
* xyz 1 1
Os 0.647 -0.735 1.897
N -0.171 -1.322 3.803
C -0.908 -2.619 3.887
C -1.993 -2.725 2.824
C -1.408 -2.927 1.420
O -1.466 -4.017 0.888
O -0.864 -1.872 0.889
H 0.545 -1.319 4.525
H -0.823 -0.592 4.082
H -1.338 -2.708 4.887
H -0.184 -3.424 3.763
H -2.616 -1.825 2.844
H -2.621 -3.582 3.057
O 1.006 -0.134 -0.118
P 0.072 0.569 -1.098
C -0.213 -0.536 -2.518
C -0.303 -2.016 -2.085
C -1.706 -2.502 -1.752
C -2.670 -2.227 -2.895
C -2.714 -0.730 -3.163
C -1.333 -0.171 -3.521
C -1.480 0.948 -0.226
C -1.220 1.367 1.228
C -2.490 1.922 1.897
C -3.740 1.321 1.266
C -3.848 1.758 -0.203
C -2.463 1.950 -0.844
C 1.000 2.036 -1.684
C 1.539 2.884 -0.506
C 0.749 4.177 -0.336
C 0.919 5.079 -1.566
C 1.106 4.257 -2.850
C 0.356 2.930 -2.765
H 0.750 -0.411 -3.031
H 0.352 -2.192 -1.234
H 0.082 -2.608 -2.923
H -2.060 -2.009 -0.836
H -1.662 -3.565 -1.510
H -3.667 -2.598 -2.651
H -2.347 -2.755 -3.799
H -3.111 -0.243 -2.269
H -3.403 -0.493 -3.976
H -1.394 0.900 -3.688
H -1.038 -0.607 -4.481
H -1.953 -0.042 -0.190
H -0.409 2.088 1.311
H -0.949 0.467 1.820
H -2.507 3.009 1.779
H -2.460 1.735 2.973
H -4.631 1.621 1.816
H -3.687 0.230 1.333
H -4.408 2.692 -0.274
H -4.412 1.012 -0.768
H -2.102 2.966 -0.663
H -2.536 1.842 -1.923
H 1.864 1.538 -2.144
H 2.581 3.141 -0.713
H 1.562 2.295 0.412
H 1.073 4.701 0.565
H -0.310 3.944 -0.186
H 1.783 5.732 -1.426
H 0.051 5.734 -1.665
H 2.167 4.051 -3.017
H 0.765 4.826 -3.715
H 0.382 2.425 -3.729
H -0.693 3.132 -2.539
S 1.953 -2.595 2.242
C 2.854 -3.152 0.941
N 3.477 -4.325 0.986
C 4.370 -4.647 -0.122
C 3.847 -3.836 -1.298
S 3.101 -2.341 -0.567
H 3.458 -4.873 1.833
H 4.337 -5.715 -0.327
H 5.395 -4.367 0.132
H 3.072 -4.369 -1.846
H 4.640 -3.543 -1.980
C 3.746 0.370 1.237
O 3.075 0.938 2.368
C 1.873 0.505 2.725
C 1.550 1.231 4.018
H 4.542 -0.276 1.605
H 4.181 1.197 0.680
H 3.050 -0.179 0.612
H 2.127 2.149 4.117
H 1.823 0.588 4.861
H 0.488 1.466 4.100
*
```

LUMO level: -2.25 eV
HOMO-LUMO gap: 7.92 eV
energy above the lowest of the compared OMol25 structures with the same formula, charge and spin: 0.0 kcal per mole

DFT (ωB97M-V/def2-TZVPD) results for C6H12N2 in the gas phase.

The geometry in ORCA input format:
```
! wB97M-V def2-TZVPD RIJCOSX def2/J DEFGRID3
* xyz 0 1
C -1.727 -0.846 -0.188
C -1.763 0.811 -0.088
C -0.205 1.057 0.046
C 1.365 1.388 0.136
N 1.997 0.047 -0.161
C 1.417 -1.381 0.153
C -0.132 -1.089 0.084
N -0.103 -0.025 1.075
H -2.397 -1.238 0.597
H -2.073 -1.206 -1.213
H -2.205 1.350 -0.958
H -2.269 1.052 0.902
H -0.060 0.689 -0.992
H 1.745 2.087 -0.624
H 1.528 1.730 1.170
H 2.180 0.051 -1.196
H 1.685 -1.708 1.128
H 1.842 -1.999 -0.610
H 0.103 -0.673 -0.888
H -0.930 -0.097 1.627
*
```

structure (SMILES): C1C[C@H]2CNC[C@H]1N2
LUMO level: 0.95 eV
HOMO-LUMO gap: 8.65 eV
energy above the lowest of the compared OMol25 structures with the same formula, charge and spin: 201.0 kcal per mole

DFT (ωB97M-V/def2-TZVPD) results for a molecular structure, C45H39BiF9NO2P2S3.

The geometry in ORCA input format:
```
! wB97M-V def2-TZVPD RIJCOSX def2/J DEFGRID3
* xyz 0 1
Bi 0.137 0.314 -1.995
C 1.112 2.249 2.925
N 0.797 1.550 1.672
P -0.495 2.120 0.698
C -1.741 2.665 1.906
C -1.799 3.937 2.469
C -2.756 4.234 3.429
C -3.662 3.264 3.834
C -3.621 1.996 3.270
C -2.669 1.704 2.305
C 0.148 3.694 0.040
C 1.484 4.066 0.125
C 1.932 5.225 -0.497
C 1.050 6.012 -1.220
C -0.282 5.632 -1.332
C -0.730 4.479 -0.711
P 1.181 -0.105 1.436
C 1.133 -0.740 3.148
C -0.086 -0.673 3.826
C -0.217 -1.190 5.103
C 0.869 -1.804 5.719
C 2.078 -1.891 5.048
C 2.210 -1.361 3.770
C 2.957 -0.136 1.028
C 3.324 -1.023 0.020
C 4.648 -1.126 -0.393
C 5.615 -0.327 0.191
C 5.260 0.574 1.190
C 3.944 0.664 1.609
H 0.261 2.235 3.609
H 1.372 3.290 2.727
H 1.950 1.773 3.431
H -1.094 4.699 2.157
H -2.792 5.225 3.862
H -4.409 3.501 4.580
H -4.342 1.244 3.563
H -2.663 0.729 1.830
H 2.188 3.431 0.649
H 2.976 5.503 -0.428
H 1.399 6.912 -1.709
H -0.971 6.230 -1.915
H -1.768 4.181 -0.822
H -0.942 -0.199 3.356
H -1.166 -1.115 5.619
H 0.768 -2.210 6.717
H 2.927 -2.370 5.520
H 3.160 -1.441 3.257
H 2.565 -1.632 -0.459
H 4.912 -1.816 -1.183
H 6.646 -0.396 -0.132
H 6.013 1.207 1.642
H 3.691 1.371 2.388
C 3.629 2.414 -4.662
C 2.404 1.703 -4.139
S 2.312 1.574 -2.401
C 1.475 1.211 -4.976
C 1.638 1.321 -6.473
S -0.010 0.430 -4.489
H 4.272 2.742 -3.848
H 3.356 3.294 -5.248
H 4.218 1.759 -5.309
H 1.979 2.317 -6.758
H 0.703 1.128 -6.994
H 2.376 0.602 -6.839
O 0.308 -2.374 -1.609
S -0.711 -2.717 -0.544
C -1.630 -4.096 -1.201
C -1.182 -4.731 -2.346
C -1.932 -5.779 -2.860
C -3.108 -6.169 -2.236
C -3.551 -5.510 -1.097
C -2.813 -4.458 -0.577
C 0.178 -3.553 0.752
C 1.414 -4.123 0.499
C 2.090 -4.738 1.542
C 1.528 -4.782 2.810
C 0.289 -4.203 3.050
C -0.389 -3.573 2.018
H -0.276 -4.388 -2.827
H -1.601 -6.284 -3.757
H -3.692 -6.982 -2.648
H -4.478 -5.802 -0.623
H -3.166 -3.918 0.293
H 1.833 -4.071 -0.498
H 3.061 -5.183 1.363
H 2.064 -5.257 3.621
H -0.137 -4.215 4.044
H -1.340 -3.088 2.203
F -5.005 1.418 -3.818
C -3.914 1.694 -3.080
F -4.239 2.690 -2.236
F -2.974 2.164 -3.901
C -3.383 0.457 -2.286
O -2.166 0.705 -1.782
C -4.353 0.173 -1.091
F -4.097 -1.048 -0.571
F -5.654 0.201 -1.427
F -4.173 1.060 -0.109
C -3.422 -0.793 -3.230
F -2.999 -0.486 -4.463
F -4.638 -1.342 -3.350
F -2.596 -1.748 -2.765
*
```

LUMO level: -0.04 eV
HOMO-LUMO gap: 7.28 eV

DFT (ωB97M-V/def2-TZVPD) results for C3H6ClN in the gas phase.

The geometry in ORCA input format:
```
! wB97M-V def2-TZVPD RIJCOSX def2/J DEFGRID3
* xyz 0 1
C -1.354 1.242 -0.223
C -0.771 0.089 0.134
Cl -1.566 -1.459 -0.042
C 0.669 -0.238 0.593
N 1.563 -0.762 -0.440
H -2.473 1.431 -0.317
H -0.785 2.192 -0.330
H 1.218 0.555 1.079
H 0.574 -0.930 1.415
H 1.389 -0.395 -1.429
H 1.535 -1.726 -0.440
*
```

structure (SMILES): C=C(Cl)CN
LUMO level: 0.97 eV
HOMO-LUMO gap: 10.32 eV
energy above the lowest of the compared OMol25 structures with the same formula, charge and spin: 11.5 kcal per mole

DFT (ωB97M-V/def2-TZVPD) results for a molecular structure, C20H33N6O3PPt.

The geometry in ORCA input format:
```
! wB97M-V def2-TZVPD RIJCOSX def2/J DEFGRID3
* xyz 4 5
N 1.443 -2.254 4.500
C 0.479 -2.767 4.904
C -0.710 -3.418 5.438
H -1.007 -2.952 6.388
H -0.516 -4.487 5.601
H -1.551 -3.319 4.739
N 0.551 -2.825 -3.631
C 0.447 -3.007 -4.771
C 0.369 -3.279 -6.196
H 0.864 -4.240 -6.400
H 0.846 -2.458 -6.748
H -0.674 -3.360 -6.526
N 2.835 4.125 -1.755
C 2.433 4.623 -0.784
C 1.972 5.345 0.388
H 1.280 6.135 0.082
H 2.822 5.827 0.882
H 1.477 4.688 1.111
Pt 0.687 -0.097 0.030
C -0.251 0.984 -1.271
O -0.869 1.623 -2.009
C -0.789 -1.186 0.558
O -1.716 -1.820 0.838
C 2.172 -1.822 0.393
C 2.469 -0.680 1.188
C 2.851 0.512 0.542
C 2.626 0.605 -0.860
C 2.650 -0.588 -1.624
C 2.478 -1.789 -0.992
H 1.891 -2.752 0.880
H 2.395 -0.763 2.275
H 3.120 1.395 1.121
H 2.677 1.583 -1.348
H 2.820 -0.514 -2.702
H 2.503 -2.721 -1.541
C -4.914 0.659 2.344
N -3.817 0.920 1.410
C -4.041 0.400 0.062
P -2.554 1.956 1.767
O -1.258 1.651 1.094
N -2.924 3.534 1.398
C -1.979 4.382 0.658
C -4.290 4.027 1.504
N -2.570 1.836 3.466
C -1.997 0.584 3.999
C -2.099 3.006 4.220
H -5.102 -0.424 2.409
H -5.847 1.147 2.014
H -4.631 1.039 3.333
H -4.915 0.893 -0.400
H -3.159 0.567 -0.573
H -4.246 -0.682 0.121
H -1.261 3.762 0.103
H -2.533 5.008 -0.055
H -1.427 5.043 1.346
H -4.386 4.878 0.817
H -4.999 3.237 1.211
H -4.516 4.356 2.532
H -0.905 0.512 3.844
H -2.192 0.571 5.080
H -2.481 -0.288 3.542
H -1.002 3.118 4.159
H -2.586 3.911 3.834
H -2.386 2.854 5.269
*
```

LUMO level (alpha / beta): -12.42 / -16.84 eV
HOMO-LUMO gap (alpha / beta): 6.81 / 3.01 eV

DFT (ωB97M-V/def2-TZVPD) results for 2 unconnected molecules or ions with the total composition C16H26N2O2P.

The geometry in ORCA input format:
```
! wB97M-V def2-TZVPD RIJCOSX def2/J DEFGRID3
* xyz 1 1
C 0.196 -1.420 2.521
C -0.121 -1.252 1.014
C 0.545 -0.011 0.402
C 0.902 -0.141 -1.081
N -0.241 1.249 0.734
C -1.321 1.706 -0.214
C -2.529 0.808 -0.271
C -2.601 -0.305 -1.103
C -3.742 -1.080 -1.120
C -4.827 -0.750 -0.321
C -4.786 0.371 0.501
C -5.972 0.752 1.351
C -3.627 1.133 0.518
P 0.978 2.630 1.044
O -0.060 3.726 1.588
O 1.485 2.006 2.451
H 0.696 -0.543 2.940
H -0.722 -1.548 3.096
H 0.805 -2.301 2.709
H -1.201 -1.184 0.908
H 0.270 -2.109 0.469
H 1.489 0.096 0.941
H 0.875 0.804 -1.624
H 1.941 -0.474 -1.130
H 0.304 -0.903 -1.573
H -0.713 1.057 1.623
H -1.647 2.672 0.170
H -0.898 1.892 -1.199
H -1.783 -0.565 -1.760
H -3.777 -1.946 -1.770
H -5.719 -1.363 -0.363
H -6.888 0.375 0.897
H -5.876 0.328 2.351
H -6.057 1.836 1.417
H -3.602 2.006 1.165
H -0.523 3.470 2.401
H 2.451 1.949 2.490
N 5.547 -2.299 -2.750
C 4.587 -1.326 -2.754
C 5.050 -0.277 -2.003
C 6.342 -0.635 -1.527
C 6.618 -1.886 -2.007
H 5.478 -3.182 -3.221
H 3.665 -1.461 -3.294
H 4.527 0.647 -1.819
H 6.994 -0.040 -0.911
H 7.485 -2.513 -1.887
*
```

LUMO level: -2.59 eV
HOMO-LUMO gap: 7.82 eV
energy above the lowest of the compared OMol25 structures with the same formula, charge and spin: 0.0 kcal per mole

DFT (ωB97M-V/def2-TZVPD) results for 12 unconnected molecules or ions with the total composition C42H72N12.

The geometry in ORCA input format:
```
! wB97M-V def2-TZVPD RIJCOSX def2/J DEFGRID3
* xyz 0 1
C 4.135 -0.165 -0.475
C 4.566 -1.669 -0.353
C 3.998 -2.619 -1.413
C 2.514 -2.771 -1.472
N 1.352 -2.882 -1.550
H 4.321 0.192 -1.489
H 4.485 0.471 0.338
H 3.072 -0.036 -0.270
H 4.383 -1.956 0.683
H 5.651 -1.739 -0.440
H 4.468 -3.593 -1.275
H 4.338 -2.362 -2.416
C 2.131 3.366 0.035
C 3.632 3.779 0.031
C 4.111 4.311 -1.347
C 5.549 4.747 -1.263
N 6.648 5.105 -1.192
H 1.842 2.844 0.948
H 1.892 2.772 -0.846
H 1.540 4.277 -0.060
H 4.245 2.983 0.454
H 3.755 4.610 0.726
H 3.524 5.205 -1.561
H 3.989 3.564 -2.132
C 0.571 0.681 -2.818
C 1.933 0.970 -3.422
C 1.896 2.208 -4.335
C 1.742 3.508 -3.747
N 1.598 4.582 -3.305
H 0.262 1.312 -1.985
H 0.509 -0.338 -2.437
H -0.219 0.801 -3.559
H 2.180 0.096 -4.024
H 2.631 1.161 -2.607
H 1.032 2.161 -4.998
H 2.785 2.220 -4.966
C 0.530 -6.149 1.990
C 0.541 -4.906 1.134
C -0.840 -4.732 0.472
C -1.876 -4.465 1.432
N -2.681 -4.155 2.201
H 1.319 -6.265 2.734
H 0.552 -7.024 1.340
H -0.367 -6.202 2.606
H 1.299 -4.939 0.352
H 0.749 -3.982 1.675
H -1.085 -5.672 -0.022
H -0.821 -3.955 -0.292
C -2.342 3.413 -2.165
C -1.806 4.095 -0.835
C -2.502 5.396 -0.551
C -2.295 6.428 -1.567
N -2.062 7.258 -2.341
H -3.402 3.160 -2.199
H -1.836 2.494 -2.460
H -2.111 4.081 -2.995
H -0.743 4.328 -0.896
H -1.850 3.409 0.011
H -2.318 5.773 0.455
H -3.572 5.212 -0.653
C 0.015 2.131 3.124
C 0.922 1.210 3.811
C 2.364 1.407 3.357
C 2.903 2.749 3.588
N 3.355 3.787 3.726
H 0.014 1.867 2.066
H 0.381 3.156 3.064
H -1.002 2.063 3.510
H 0.731 0.156 3.607
H 0.834 1.258 4.896
H 2.504 1.102 2.320
H 2.891 0.705 4.003
C -3.125 4.740 3.324
C -4.492 4.028 3.577
C -5.477 4.298 2.481
C -5.266 3.680 1.186
N -5.120 3.162 0.151
H -2.368 4.503 4.072
H -3.252 5.821 3.268
H -2.665 4.519 2.361
H -4.960 4.408 4.485
H -4.280 2.968 3.716
H -5.613 5.357 2.266
H -6.457 3.942 2.799
C 3.778 -3.076 2.956
C 3.963 -4.457 3.494
C 4.894 -5.300 2.643
C 4.384 -5.552 1.302
N 4.029 -5.680 0.194
H 3.294 -2.453 3.707
H 3.121 -3.053 2.087
H 4.682 -2.543 2.661
H 2.975 -4.917 3.520
H 4.338 -4.439 4.517
H 5.098 -6.248 3.140
H 5.830 -4.741 2.632
C -1.306 -3.280 -3.996
C -1.906 -2.803 -5.273
C -3.209 -2.075 -5.057
C -3.167 -0.756 -4.406
N -3.031 0.275 -3.833
H -1.928 -3.997 -3.461
H -1.168 -2.430 -3.328
H -0.340 -3.763 -4.141
H -2.109 -3.660 -5.916
H -1.112 -2.180 -5.683
H -3.849 -2.778 -4.524
H -3.664 -1.964 -6.041
C -4.888 -0.420 0.908
C -4.013 0.605 1.535
N -3.289 1.372 2.042
H -5.940 -0.190 0.743
H -4.918 -1.341 1.491
H -4.409 -0.725 -0.022
C -5.345 -4.548 0.389
C -4.670 -3.926 -0.754
N -4.130 -3.431 -1.640
H -4.594 -4.856 1.117
H -5.974 -5.380 0.072
H -6.055 -3.809 0.758
C -1.323 -0.707 -0.199
C -0.160 -0.917 0.597
N 0.773 -1.108 1.249
H -1.618 0.339 -0.284
H -2.075 -1.294 0.329
H -1.352 -1.208 -1.167
*
```

structure (SMILES): CCCC#N.CCCC#N.CCCC#N.CCCC#N.CCCC#N.CCCC#N.CCCC#N.CCCC#N.CCCC#N.CC#N.CC#N.CC#N
LUMO level: 0.36 eV
HOMO-LUMO gap: 11.10 eV
energy above the lowest of the compared OMol25 structures with the same formula, charge and spin: 0.0 kcal per mole

| no. | DFT total energy (eV) |
| --- | --- |
| 1 | -73404.430 |
| 2 | -9388.134 |
| 3 | -134265.950 |
| 4 | -17219.594 |
| 5 | -48845.623 |
| 6 | -33373.040 |
| 7 | -62599.748 |